(1)
Here is a 2-piece molecular cluster, C41H48N4OS overall at a distorted geometry from OMol25. Energies are from ωB97M-V/def2-TZVPD.

F_max, eV/A: 3.310
Calculated total energy, eV: -62137.14191
Lowest unoccupied orbital energy, hartree: 0.0203
Gap between HOMO and LUMO, hartree: 0.23557
HOMO, eV: -5.86

ORCA input file:
```
! wB97M-V def2-TZVPD RIJCOSX def2/J DEFGRID3
* xyz 0 1
C -1.09263 -3.37909 5.70971
O -1.82981 -2.36486 4.98176
C -1.31161 -1.94823 3.79115
C -0.06435 -2.39289 3.29741
C 0.37613 -1.96956 2.05501
C -0.42598 -1.13145 1.23954
C 0.00959 -0.80097 -0.09903
N -0.82889 -0.85860 -1.21225
C -2.22070 -1.24370 -1.25930
C -3.16829 -0.32937 -1.74124
C -2.78804 1.05694 -2.24259
C -3.34099 2.15094 -1.33216
C -3.23880 1.27320 -3.68525
C -4.51340 -0.69850 -1.72464
C -4.91236 -1.94518 -1.26186
C -3.95511 -2.87143 -0.85652
C -2.60371 -2.54168 -0.87443
C -1.55514 -3.60445 -0.58607
C -1.27120 -4.43317 -1.83578
C -1.95984 -4.46030 0.60761
N -0.15420 -0.50683 -2.33890
N 1.11458 -0.25261 -1.93540
C 2.09541 0.17069 -2.92088
C 2.22986 1.53264 -3.23116
C 1.36990 2.55677 -2.51266
C 0.97901 3.72160 -3.42180
C 2.04397 3.06459 -1.24515
C 3.16965 1.92652 -4.18599
C 3.94766 0.97052 -4.83757
C 3.77510 -0.38568 -4.56004
C 2.83172 -0.79809 -3.62213
C 2.61935 -2.28585 -3.37102
C 3.86654 -2.93268 -2.77465
C 2.15796 -3.02526 -4.62719
C 1.25154 -0.36006 -0.52887
C 2.33870 0.05952 0.21780
C -1.66128 -0.66557 1.76843
C -2.08095 -1.04324 3.02002
H -1.64602 -3.50594 6.64228
H -1.07030 -4.32611 5.14483
H -0.06110 -3.05118 5.91934
H 0.55565 -3.06512 3.88866
H 1.34682 -2.30430 1.67895
H -1.69492 1.10280 -2.23205
H -3.00681 2.00202 -0.29915
H -2.99549 3.13688 -1.66709
H -4.43885 2.13706 -1.34035
H -2.80586 0.50658 -4.33416
H -4.33038 1.21888 -3.76249
H -2.90616 2.25339 -4.04428
H -5.25595 0.01495 -2.07879
H -5.96943 -2.20821 -1.22803
H -4.26477 -3.86463 -0.53042
H -0.63482 -3.08304 -0.31406
H -0.93315 -3.78113 -2.65036
H -0.49301 -5.17765 -1.63484
H -2.18342 -4.94398 -2.16692
H -2.24402 -3.82367 1.45336
H -2.80876 -5.10426 0.35351
H -1.12274 -5.09101 0.92719
H 0.45024 2.02873 -2.22705
H 0.54191 3.34844 -4.35456
H 0.23362 4.35053 -2.92123
H 1.85352 4.33579 -3.66380
H 2.29437 2.23439 -0.57775
H 2.97184 3.59118 -1.50007
H 1.37745 3.74770 -0.70407
H 3.28084 2.98654 -4.43339
H 4.67504 1.28328 -5.58993
H 4.36493 -1.14037 -5.09160
H 1.81871 -2.35106 -2.62996
H 4.14321 -2.42310 -1.84473
H 3.68470 -3.99163 -2.55352
H 4.71122 -2.86005 -3.46851
H 1.23610 -2.57716 -5.01285
H 2.91681 -2.98023 -5.41573
H 1.96001 -4.07846 -4.39349
H 3.23452 0.39203 -0.30967
H 2.30396 -0.09855 1.28747
H -2.26852 0.01685 1.17089
H -3.01396 -0.67277 3.43980
C 0.80488 5.95524 8.20196
C 1.89499 6.26985 7.37085
C 2.14428 5.51358 6.23017
C 1.30430 4.42271 5.90104
N 1.58715 3.67053 4.76966
C 1.25907 2.76984 4.01123
S 1.00411 1.70292 2.91028
C 0.20459 4.11467 6.73026
C -0.03605 4.87925 7.87184
H 0.60917 6.54499 9.10172
H 2.55585 7.10651 7.60923
H 2.97657 5.71531 5.55304
H -0.42566 3.26960 6.43967
H -0.88967 4.62601 8.50376
*
```

Mulliken charges in e: C -0.81; O -0.48; C 0.91; C -0.77; C -0.50; C 0.21; C -1.50; N 2.13; C -0.86; C 0.99; C 1.92; C -1.38; C -1.65; C -0.34; C -1.56; C -0.39; C 0.13; C 1.68; C -1.69; C -1.85; N -1.31; N 2.54; C -2.04; C 0.87; C 2.10; C -1.93; C -1.22; C -0.44; C -1.47; C -0.17; C 0.66; C 1.38; C -1.47; C -1.57; C 2.08; C -3.14; C 0.11; C -1.05; H 0.25; H 0.33; H 0.30; H 0.37; H 0.53; H -1.00; H 0.29; H 0.42; H 0.33; H 0.39; H 0.31; H 0.43; H 0.38; H 0.37; H 0.29; H -0.20; H 0.39; H 0.41; H 0.35; H 0.37; H 0.41; H 0.38; H -0.81; H 0.43; H 0.44; H 0.39; H 0.29; H 0.30; H 0.35; H 0.24; H 0.35; H 0.38; H -0.46; H 0.35; H 0.43; H 0.31; H 0.36; H 0.35; H 0.42; H 0.35; H 0.49; H 0.47; H 0.46; C -0.44; C -0.41; C -0.38; C 0.30; N -0.30; C 0.32; S -0.21; C -0.34; C -0.45; H 0.35; H 0.35; H 0.41; H 0.38; H 0.34

---

(2)
Here is C41H49AsClF2N3O10Si3Ta as an isolated structure at a distorted geometry from OMol25. Energies are from ωB97M-V/def2-TZVPD.

F_max, eV/A: 5.789
Calculated total energy, eV: -172234.36553
Lowest unoccupied orbital energy, hartree: -0.1425
Gap between HOMO and LUMO, hartree: 0.23288
HOMO, eV: -10.21

ORCA input file:
```
! wB97M-V def2-TZVPD RIJCOSX def2/J DEFGRID3
* xyz 1 1
Ta 1.48310 -0.21478 -0.54240
F 0.34875 -5.57543 0.93329
C -0.08999 -4.46354 0.33526
C 0.94649 -3.48398 -0.04942
C 0.33866 -2.05474 -0.08992
C -1.07657 -1.98312 -0.54297
C -1.82973 -3.10494 -0.52235
F -3.09943 -3.12066 -0.94888
C -1.38868 -4.33770 0.06130
C -1.59169 -0.66801 -0.91021
C -2.80859 -0.42142 -1.54769
C -3.16394 0.87317 -1.87376
C -2.32238 1.91972 -1.52416
C -1.13933 1.61360 -0.89048
N -0.76839 0.36110 -0.59196
H 1.73513 -3.51948 0.70783
H -2.11469 -5.10686 0.28402
H -3.45529 -1.23604 -1.82225
H -4.08342 1.06856 -2.40957
H -2.55824 2.94719 -1.76157
H -0.45544 2.39384 -0.59629
O 6.03688 3.31243 -1.07144
C 5.12334 2.55026 -1.06559
C 3.65790 2.87243 -1.39654
O 3.27205 3.73681 -2.13501
C 2.89737 1.81647 -0.70859
C 3.73361 0.82290 -0.25511
O 3.18568 -0.20096 0.37140
C 5.13486 1.07957 -0.62936
O 6.04600 0.30515 -0.68487
O 1.59117 1.67324 -0.50977
C 0.15378 4.73158 -3.49450
C -0.53247 3.68973 -4.32835
C -1.56415 4.02488 -5.19646
C -2.19649 3.05775 -5.96370
Cl -3.48686 3.51259 -7.02160
C -1.81003 1.73114 -5.88745
C -0.78836 1.37960 -5.01946
C -0.15805 2.34880 -4.25797
O 0.81449 2.01555 -3.32593
C 1.82724 1.12128 -3.71301
C 1.81931 -0.00803 -2.69727
O 0.70896 -0.49222 -2.36224
O 2.82901 -0.42283 -2.08014
H -0.23838 5.72106 -3.71976
H 1.22809 4.72409 -3.66861
H 0.01151 4.53748 -2.42850
H -1.87056 5.05956 -5.27843
H -2.29991 0.97918 -6.48972
H -0.50389 0.33773 -4.92940
H 2.79583 1.62033 -3.74853
H 1.63143 0.67949 -4.69445
C 1.61452 -4.22445 3.58458
Si 2.01863 -2.41876 3.13844
C 1.98153 -1.38230 4.73146
C 3.78111 -2.44021 2.44136
As 0.62271 -0.96996 1.57446
Si -1.35667 -1.18988 3.10342
C -2.95440 -0.97862 2.10395
C -1.40932 -2.91384 3.88890
C -1.09194 0.14434 4.43521
Si 1.90260 -4.17817 -1.62253
C 2.07081 -6.02887 -1.33403
C 3.63686 -3.43627 -1.60719
C 0.85831 -3.80800 -3.14364
H 2.56762 -4.72913 3.75858
H 1.09561 -4.78002 2.80822
H 1.02946 -4.31112 4.49855
H 2.76900 -1.69336 5.41830
H 1.02566 -1.45944 5.24659
H 2.14677 -0.33497 4.46825
H 4.50726 -2.41925 3.25719
H 3.97627 -1.57765 1.80906
H 3.97963 -3.34249 1.85908
H -3.20698 -1.90062 1.57746
H -2.87735 -0.18314 1.36168
H -3.79025 -0.74319 2.76681
H -1.14836 -3.67624 3.15202
H -2.41595 -3.12800 4.25152
H -0.72255 -2.99869 4.72886
H -1.72036 1.01699 4.25854
H -0.05460 0.46625 4.38582
H -1.30996 -0.22416 5.43796
H 2.52830 -6.25356 -0.36952
H 2.70211 -6.47289 -2.10669
H 1.10461 -6.53516 -1.36845
H 3.98093 -3.17420 -0.60428
H 3.71819 -2.54719 -2.22626
H 4.35229 -4.15355 -2.01393
H -0.08826 -4.34993 -3.11122
H 1.38236 -4.11205 -4.05279
H 0.62952 -2.74534 -3.22829
O -6.27907 3.36105 1.24247
C -5.69515 3.97754 2.36285
N -4.30495 3.60270 2.53024
C -3.26905 4.43216 2.23020
O -3.40967 5.57389 1.84148
C -1.90810 3.82313 2.41666
C -0.87588 4.58028 2.95824
C 0.37094 3.99622 3.10105
C 0.54786 2.69020 2.66787
N -0.42287 1.96469 2.11884
C -1.62490 2.52469 2.01646
H -6.05601 3.85933 0.45061
H -6.25043 3.63097 3.23191
H -5.73335 5.06376 2.30416
H -4.11733 2.65900 2.82081
H -1.06074 5.60465 3.25399
H 1.19014 4.54211 3.54841
H 1.50685 2.18822 2.76988
H -2.39975 1.90899 1.56906
*
```

Atom charges from the Mulliken analysis, given in e for atoms 1 to 99: Ta 0.92; F -0.49; C -0.18; C 2.54; C -0.28; C -0.07; C 0.97; F -0.41; C -1.10; C -0.20; C -0.76; C -1.52; C -1.44; C -1.16; N 1.73; H -1.59; H 0.52; H 0.77; H 0.66; H 0.75; H 0.67; O -0.46; C 0.13; C -0.28; O -0.51; C 0.87; C 0.62; O 0.14; C -0.20; O -0.53; O -0.10; C -1.13; C 0.94; C -1.07; C 0.16; Cl -0.21; C -1.28; C -0.26; C 0.49; O 0.29; C -1.57; C 1.27; O -0.73; O -0.84; H 0.45; H 0.25; H 0.15; H 0.45; H 0.46; H 0.37; H 0.32; H 0.71; C -1.15; Si 1.07; C -1.18; C -1.01; As 0.45; Si 0.92; C -0.70; C -1.15; C -1.16; Si 0.44; C -1.35; C -1.01; C -0.63; H 0.52; H 0.18; H 0.39; H 0.51; H 0.25; H 0.25; H 0.52; H -0.13; H 0.31; H 0.28; H -0.22; H 0.67; H 0.17; H 0.49; H 0.30; H 0.36; H 0.18; H 0.54; H 0.33; H 0.41; H 0.33; H 0.29; H 0.13; H 0.61; H 0.31; H 0.54; H -0.17; O -0.53; C -0.60; N -0.06; C 0.32; O -0.64; C 0.36; C -0.52

---

- Which of these has the highest gap between HOMO and LUMO?
  C41H48N4OS

---

- The highest F_max belongs to which entry?
  C41H49AsClF2N3O10Si3Ta